The following is a DFT calculation (wB97M-V/def2-TZVPD) of a 18-piece molecular cluster, C78H205N13O31 overall at a distorted geometry.

The energy above the lowest of the compared OMol25 structures with the same formula, charge and spin comes out at 135.0 kJ/mol. For the HOMO-LUMO gap, the calculation gives 8.7 eV. For the strongest force on any atom, the calculation gives 3.3 eV/A. The value obtained for the total energy is -6138.4178 a.u. Its spin multiplicity is 1. The calculation puts the HOMO energy at -8.2446 eV.

Last column: Mulliken charge in e.
CARTESIAN COORDINATES (ANGSTROEM)
1 H 15.101 15.039 31.145  0.230
2 C 4.304 13.069 31.242  -0.195
3 H 4.151 11.996 31.025  0.541
4 C 13.393 13.982 34.440  -1.583
5 H 10.112 8.983 34.290  0.017
6 O 7.136 2.720 31.151  -0.885
7 H 10.968 11.322 38.567  0.244
8 N 12.412 12.999 34.844  0.021
9 H 8.533 2.941 37.184  -0.084
10 H 6.979 21.239 28.991  0.260
11 C 7.432 11.481 31.867  -0.002
12 C 5.522 19.717 31.461  -0.581
13 O 8.038 8.474 29.946  -0.527
14 H 13.225 3.364 33.846  0.111
15 H 6.360 2.342 41.473  0.438
16 H 7.082 10.168 28.013  0.057
17 H 8.569 8.634 41.147  0.281
18 H 14.935 12.244 29.831  0.391
19 H 0.390 12.814 23.976  0.310
20 H 11.568 9.322 28.291  -0.896
21 H 9.941 11.862 37.263  0.279
22 H 3.484 15.129 26.132  0.398
23 H 11.803 3.249 31.073  0.382
24 O 8.398 -0.057 42.356  -0.279
25 H 15.154 16.766 31.650  0.267
26 H 8.301 9.116 27.372  1.352
27 C 9.291 16.423 35.534  -1.063
28 H 12.092 0.244 35.002  0.022
29 C 12.240 11.160 31.330  0.043
30 H 6.634 12.319 26.141  -0.511
31 H 4.492 9.459 25.115  0.220
32 H 12.801 8.571 23.946  0.336
33 H 8.033 -0.510 44.336  0.313
34 C 8.678 10.147 33.206  0.152
35 N 7.531 1.474 39.999  -0.242
36 H 4.343 18.364 32.367  0.420
37 H 1.072 6.820 34.083  0.308
38 H 10.661 14.460 36.452  0.454
39 C 10.743 7.135 41.429  -0.882
40 H 5.667 21.746 29.863  0.356
41 N 4.510 1.808 32.319  0.443
42 O 11.801 5.119 30.461  -0.577
43 H 12.337 8.350 30.134  -0.862
44 H 7.876 12.377 32.321  0.107
45 H 5.781 13.965 27.167  0.301
46 C 5.180 2.144 34.708  0.552
47 C 15.602 9.745 29.147  -1.049
48 H 7.698 8.244 36.283  -0.473
49 H 5.761 0.558 33.438  0.480
50 H 13.232 10.836 31.729  0.199
51 C 3.860 0.898 31.375  -0.681
52 O 9.556 4.824 37.567  0.410
53 H 6.691 0.588 43.158  0.585
54 C 14.541 15.854 31.614  -0.573
55 O 2.704 6.567 32.945  -0.396
56 H 10.070 1.476 36.142  -0.078
57 H 9.419 14.233 32.201  -0.162
58 H 6.180 19.881 32.319  0.325
59 N 5.611 6.787 32.113  -0.155
60 H 1.141 11.186 23.720  0.210
61 H 12.680 6.538 31.618  -0.054
62 H 3.792 11.426 33.922  -0.130
63 C 12.586 6.327 30.529  -0.492
64 H 7.892 2.004 32.621  0.260
65 O 9.448 15.134 35.042  0.337
66 H 13.402 13.740 32.327  -0.122
67 H 7.751 5.663 37.472  0.381
68 H 12.364 8.944 34.872  0.262
69 C 4.966 5.752 32.887  2.127
70 H 15.955 6.257 31.021  0.208
71 O 7.861 15.299 31.340  -0.269
72 O 6.197 19.831 30.249  -0.254
73 H 16.137 9.891 28.178  0.294
74 H 3.003 0.324 31.785  0.500
75 H 12.132 11.761 28.902  -0.565
76 H 1.649 4.460 30.138  0.253
77 H 6.914 14.136 32.757  -0.737
78 H 3.960 12.434 26.974  0.241
79 C 12.867 12.391 29.333  0.015
80 H 13.547 7.070 34.695  0.271
81 C 3.030 2.770 35.584  -0.905
82 H 14.571 12.088 28.098  0.570
83 H 3.156 4.618 32.689  0.527
84 C 14.241 11.780 29.081  -1.010
85 O 9.554 9.850 37.847  0.011
86 C 5.274 8.425 34.035  -0.167
87 H 8.389 14.142 28.872  0.221
88 H 5.293 12.065 24.249  0.244
89 O 5.915 10.130 23.666  -0.429
90 C 8.307 -1.010 43.402  -0.737
91 C 4.610 9.636 24.041  -0.570
92 H 13.886 3.003 35.964  0.334
93 N 14.244 10.344 29.161  0.596
94 H 7.187 11.717 30.834  -0.233
95 C 7.991 10.120 27.404  -1.680
96 H 9.778 11.193 27.528  0.405
97 H 1.712 14.444 24.684  0.418
98 H 7.758 9.642 25.441  0.399
99 H 0.367 11.701 25.284  0.340
100 H 11.478 15.364 35.247  0.814
101 C 7.263 1.814 41.357  -0.431
102 C 11.793 7.425 29.853  1.280
103 H 17.488 5.808 30.216  0.365
104 H 5.837 8.906 32.080  -0.028
105 O 6.512 8.041 34.607  0.964
106 C 1.991 6.249 34.144  -0.691
107 H 8.175 7.576 33.364  -1.258
108 N 9.438 9.139 40.922  -0.259
109 H 10.824 9.231 25.884  0.468
110 C 9.016 13.273 28.811  -0.737
111 H 8.817 0.837 32.339  0.214
112 H 4.408 8.708 23.495  0.311
113 H 14.331 13.497 34.555  0.504
114 H 8.064 2.310 41.935  0.045
115 O 8.003 5.103 33.216  1.326
116 H 8.883 4.969 35.175  -0.682
117 H 9.452 12.978 29.781  0.083
118 H 9.344 16.495 36.653  0.271
119 H 7.248 11.759 36.203  -0.204
120 O 13.508 1.356 34.111  -0.499
121 H -1.401 14.412 34.643  0.318
122 O 8.453 10.503 31.869  1.108
123 C 10.508 8.330 40.458  0.214
124 C 0.954 11.980 24.407  -0.827
125 H 6.862 17.374 31.057  0.265
126 H 6.239 13.620 29.575  -0.824
127 C 3.476 12.079 34.741  -0.320
128 H 6.190 2.509 31.347  0.438
129 H 9.307 -1.472 43.486  0.225
130 O 12.468 12.439 30.734  0.144
131 H 12.617 12.117 34.378  0.171
132 C 9.000 10.367 40.209  -1.488
133 H 11.051 7.545 25.731  0.424
134 H 13.699 10.011 28.399  -0.364
135 H 13.678 6.247 30.172  0.317
136 H 5.264 12.299 29.037  0.201
137 C 11.406 8.406 26.312  -1.082
138 H 3.304 13.044 34.277  0.590
139 C 6.559 21.174 30.018  -0.840
140 H 1.271 10.690 33.650  0.303
141 C 8.769 5.907 37.811  -1.259
142 H -0.457 15.352 35.699  0.301
143 O 8.581 1.399 33.063  -0.547
144 H 6.946 3.199 39.176  0.445
145 C 6.838 12.746 35.973  0.004
146 C 5.737 15.944 32.005  -1.395
147 O 12.686 6.711 34.926  -0.466
148 H 1.832 5.172 34.109  0.271
149 H 5.046 15.953 32.848  0.466
150 H 3.540 13.428 31.918  0.214
151 H 5.919 8.293 36.593  0.608
152 H 8.186 7.674 30.470  0.146
153 C 10.465 11.010 37.642  -0.724
154 H 10.145 5.113 43.002  0.440
155 H 6.541 13.270 36.879  0.590
156 N 11.788 7.237 28.465  -0.289
157 H 5.329 13.137 31.727  -0.269
158 C 12.723 2.518 34.335  -0.168
159 H -0.175 15.440 33.949  0.292
160 H 10.423 7.995 39.419  0.020
161 H 16.244 10.174 29.922  0.406
162 H 7.420 15.798 33.235  -0.174
163 H 9.968 4.514 32.836  -0.238
164 O 16.684 7.608 29.636  -0.498
165 H 4.399 12.773 36.632  0.418
166 C 11.195 8.407 27.852  1.205
167 O 2.578 2.755 30.666  -0.240
168 H 6.459 -0.226 41.606  0.377
169 H 12.499 1.847 36.383  0.414
170 C 9.489 0.654 36.585  -0.356
171 H 4.293 13.955 25.107  0.165
172 H 9.814 13.489 28.093  0.530
173 H 11.651 6.590 41.081  0.330
174 C 5.200 8.163 32.543  -1.340
175 H 2.679 0.948 29.565  0.358
176 C 9.930 4.961 41.958  -0.752
177 C 9.230 15.232 31.782  -0.810
178 H 12.784 4.217 37.989  0.482
179 C 3.348 1.672 30.163  -0.700
180 H 9.452 15.969 32.560  0.565
181 H 10.121 17.078 35.220  0.373
182 N 7.765 10.521 25.967  -0.228
183 O 5.752 12.641 35.077  0.226
184 H 12.745 13.421 28.991  0.453
185 H 8.436 3.490 34.241  -0.101
186 H 10.756 13.409 33.659  -1.021
187 H 11.462 8.869 40.540  0.222
188 C 3.558 5.563 32.427  -1.346
189 H 10.916 6.697 32.669  -0.829
190 C 2.159 3.647 29.645  -0.833
191 H 7.283 3.588 31.556  0.082
192 H 2.519 6.535 35.051  0.194
193 H 8.784 6.189 38.875  0.318
194 C 12.917 0.161 34.339  -0.407
195 H 2.495 3.682 35.718  0.227
196 H 1.286 13.323 33.229  0.069
197 O 0.468 13.690 35.041  -0.335
198 C 4.842 1.126 33.580  -1.456
199 C 1.107 11.407 34.450  -0.800
200 H 6.510 11.152 32.313  0.189
201 H 12.620 -0.295 33.408  0.292
202 H 15.922 5.649 29.352  0.239
203 H 8.382 16.876 35.148  0.249
204 H 5.315 15.453 31.127  0.581
205 H 10.776 4.954 39.231  -0.748
206 O 4.217 13.769 30.045  -0.564
207 C 5.056 18.308 31.562  -0.679
208 H 8.000 11.046 38.417  0.063
209 C 5.225 13.397 29.136  1.134
210 H 12.692 9.239 33.461  0.360
211 C 4.620 12.177 35.711  -0.777
212 H 7.173 4.523 35.037  0.051
213 H 10.894 7.419 42.478  0.470
214 N 3.713 13.410 27.115  -0.314
215 H 5.097 9.510 34.228  -0.248
216 H 7.264 21.596 30.783  0.282
217 N 9.032 7.750 32.823  2.187
218 H 7.681 9.865 33.557  -0.688
219 H 9.850 11.045 40.298  0.355
220 C 9.669 8.971 33.265  0.233
221 H 9.160 5.412 31.552  0.227
222 H 8.954 4.470 41.920  0.043
223 H 5.440 4.780 32.609  -0.900
224 H 11.088 3.715 35.690  -0.541
225 H 2.481 1.904 35.161  0.252
226 H 14.750 8.146 30.299  -0.176
227 H 7.596 13.400 35.579  -0.574
228 C 8.895 11.070 28.135  0.638
229 N 11.967 3.858 36.173  0.837
230 H 10.678 4.427 41.411  0.373
231 C 15.412 8.260 29.401  0.488
232 H 10.757 7.426 30.133  -0.002
233 H 4.529 18.141 30.607  0.229
234 H -0.362 12.732 33.460  0.556
235 H 12.425 4.366 32.307  -0.104
236 H 8.699 0.435 35.820  0.201
237 H 0.305 10.957 35.072  0.381
238 C 7.867 2.633 39.212  -0.647
239 O 4.189 3.135 34.791  -0.041
240 H 2.114 12.078 36.084  0.332
241 H 4.004 0.520 33.953  0.425
242 H 14.164 9.290 24.625  0.269
243 H 10.121 8.428 27.977  -0.114
244 H 8.218 10.863 40.803  0.474
245 H 5.186 1.508 35.609  0.532
246 H 6.594 6.790 32.328  -0.127
247 H 13.648 -0.511 34.802  0.254
248 C 4.892 14.015 27.836  -1.322
249 H 5.753 10.745 26.291  0.107
250 H 10.064 -0.279 36.670  0.345
251 H 4.570 0.144 31.003  0.355
252 H 1.580 3.091 28.867  0.311
253 H 13.402 14.799 35.155  0.311
254 H 4.231 2.047 29.646  0.377
255 H 4.182 8.505 32.286  0.603
256 H 13.476 3.944 30.820  0.480
257 C -0.392 14.777 34.801  -0.829
258 H 7.881 9.287 38.770  0.294
259 C 6.549 11.300 25.753  0.460
260 H 6.646 9.678 35.978  -0.614
261 H 11.605 11.399 32.187  -0.229
262 H 3.915 10.415 23.767  0.222
263 C 7.097 0.495 42.132  -0.828
264 H 9.084 10.705 29.150  -0.650
265 H 11.463 2.980 38.005  0.486
266 H 7.027 11.770 23.717  0.322
267 H 11.143 10.596 36.868  0.071
268 O 9.060 1.093 37.849  -0.511
269 H 11.731 2.333 33.963  0.378
270 C 13.242 14.531 33.054  1.134
271 H 9.909 15.267 30.901  0.397
272 O 13.025 9.414 34.352  -0.734
273 O 8.182 12.240 28.305  -0.157
274 C 13.087 9.242 24.774  -0.939
275 C 3.518 14.083 25.875  -0.324
276 H 8.311 9.185 30.547  0.100
277 C 11.026 13.382 34.705  2.292
278 N 6.155 17.368 31.807  -0.149
279 C 0.628 12.807 33.960  -0.245
280 H 3.073 3.985 29.087  0.337
281 H 13.584 16.001 31.083  0.221
282 H 3.582 5.749 31.355  0.287
283 O 12.837 8.584 26.017  -0.229
284 H 12.301 15.002 32.814  -0.061
285 H 3.466 2.470 36.527  0.369
286 H 5.046 5.870 34.024  0.025
287 O 14.313 15.465 32.948  -0.483
288 H 10.407 12.607 35.185  -0.928
289 O 9.600 6.208 41.370  -0.323
290 H 4.763 20.534 31.521  0.457
291 H 7.264 1.693 37.371  0.384
292 C 11.791 3.971 37.616  -1.507
293 H 4.439 7.882 34.522  0.253
294 H 1.584 13.600 26.292  0.380
295 H 7.572 -1.812 43.146  0.290
296 H 4.689 11.122 36.086  0.276
297 H 11.218 6.084 37.896  0.237
298 H 10.094 6.658 34.225  -0.010
299 H 9.039 11.013 33.807  -0.363
300 H 6.059 2.695 34.428  -0.548
301 H 11.806 10.414 30.673  0.013
302 H 8.247 0.820 39.835  0.345
303 C 6.194 11.445 24.333  -0.511
304 N 2.267 11.506 35.298  -0.377
305 H 14.848 7.862 28.547  0.248
306 C 8.137 2.158 37.793  0.225
307 H 9.119 6.792 37.278  0.162
308 C 2.194 13.720 25.374  -0.758
309 C 8.130 4.528 34.482  0.226
310 C 9.927 6.646 33.162  0.365
311 C 8.561 10.170 38.767  0.261
312 H 12.567 6.852 28.016  0.440
313 H 3.877 2.554 32.577  -0.059
314 C 10.729 14.655 35.406  -1.580
315 C 6.721 8.610 35.887  0.081
316 C 12.471 4.101 31.208  -0.543
317 H 8.734 3.143 39.622  -0.032
318 C 6.987 15.220 32.433  1.279
319 O 2.252 12.440 24.788  -0.131
320 C 16.525 6.282 30.063  -0.619
321 C 9.295 5.403 32.642  0.092
322 H 10.571 9.146 32.636  -1.187
323 H 12.601 10.172 24.657  0.363
324 H 12.806 5.813 35.431  0.094
325 C 12.820 2.766 35.827  -0.783
326 H 4.690 15.058 28.002  0.619
327 C 10.835 5.040 38.133  0.837